Formula: C10H27I2O2P2SiTc
Source: the Open Molecules 2025 dataset
Level of theory: wB97M-V/def2-TZVPD

Results
multiplicity	4
Kohn-Sham gap (spin up / spin down)	5.483 / 5.074	eV
energy	-2195.04424	hartree
total charge	+3
⟨S²⟩	3.778

Last column: Mulliken charge in e.
Geometry (Å):
I -1.172 -3.355 -2.249  0.4549
I 0.418 -1.917 2.297  0.3913
Tc -0.199 -0.937 -0.251  0.3200
P 1.945 -1.634 -0.891  1.1145
C 2.342 -3.308 -1.507  -1.2607
C 2.505 -0.582 -2.286  -1.2613
H 3.584 -0.731 -2.441  0.4879
H 4.252 -1.365 -0.181  0.4837
H 2.303 0.474 -2.053  0.2798
H 3.153 -0.320 0.782  0.3192
H 1.733 -3.506 -2.400  0.3733
H 1.948 -0.866 -3.189  0.4016
C 3.280 -1.313 0.330  -1.3360
H 3.416 -3.366 -1.743  0.4380
H 3.231 -2.073 1.121  0.4582
H 2.083 -4.042 -0.736  0.3977
P -2.450 -0.961 0.430  1.1860
C -3.554 -2.403 0.267  -1.2880
C -2.757 -0.385 2.150  -1.3008
H -2.745 1.230 -0.591  0.2668
H -4.303 0.541 -0.007  0.4988
H -3.551 -0.066 -1.529  0.3972
C -3.355 0.318 -0.519  -1.2509
H -2.027 0.387 2.431  0.2759
H -3.773 0.031 2.204  0.5010
H -4.550 -2.145 0.653  0.4327
H -3.135 -3.242 0.834  0.3990
H -2.662 -1.235 2.839  0.4265
H -3.607 -2.688 -0.792  0.3878
C -0.643 -0.331 -2.008  0.2106
O -0.892 0.129 -3.056  -0.1988
C 0.338 2.424 2.595  -0.9430
Si 0.566 2.411 0.738  -0.1129
C -0.625 3.593 -0.114  -1.0393
C 2.329 2.819 0.225  -0.9568
O 0.229 0.888 0.221  -0.1312
H 0.709 3.368 3.017  0.4353
H 0.885 1.591 3.062  0.2917
H -0.719 2.318 2.870  0.2877
H -0.305 4.633 0.040  0.4201
H -0.662 3.397 -1.194  0.3603
H -1.642 3.484 0.285  0.3210
H 3.032 2.022 0.506  0.2982
H 2.392 2.958 -0.864  0.3434
H 2.650 3.755 0.705  0.4197


Formula: C50H41F6N6OS3Zr
Source: the Open Molecules 2025 dataset
Level of theory: wB97M-V/def2-TZVPD

Results
Kohn-Sham gap	8.112	eV
energy	-4173.59428	hartree
total charge	+3
relative energy (zero: lowest compared OMol25 entry of this formula, charge and spin)	332.5	kJ/mol

Last column: Mulliken charge in e.
Geometry (Å):
Zr 1.942 -0.083 -1.573  1.0878
N 1.606 0.162 0.466  -0.3246
S 0.787 -0.334 1.617  2.0619
N -0.672 0.364 1.784  -0.1106
S -2.030 -0.186 1.261  1.3245
N -2.121 -0.733 -0.194  0.0093
S -1.366 -0.033 -1.458  1.8680
N -0.016 -0.635 -1.727  -0.4971
C -2.448 -0.518 -2.783  0.4108
C -2.697 -1.887 -2.836  -0.9400
C -3.476 -2.380 -3.865  -0.7875
C -3.984 -1.518 -4.832  -0.7604
C -3.700 -0.161 -4.784  -1.0218
C -2.921 0.353 -3.756  -0.0320
C -1.648 1.727 -1.155  1.6049
C -0.678 2.573 -0.633  0.0187
C -1.009 3.892 -0.373  -1.0198
C -2.294 4.361 -0.615  -1.1564
C -3.274 3.492 -1.073  -1.1655
C -2.961 2.171 -1.336  -1.1585
C -2.741 -1.499 2.205  0.5464
C -3.256 -2.623 1.572  -0.0746
C -3.897 -3.573 2.355  -0.7705
C -4.012 -3.386 3.727  -0.7180
C -3.486 -2.248 4.337  -0.8353
C -2.852 -1.286 3.574  -1.0091
C -3.131 1.145 1.618  0.4523
C -2.700 2.261 2.317  -0.0018
C -3.640 3.229 2.641  -0.7728
C -4.969 3.063 2.272  -0.7147
C -5.377 1.931 1.568  -0.8621
C -4.457 0.954 1.239  -1.0886
C 1.533 0.194 3.140  0.4478
C 2.119 -0.667 4.056  0.0458
C 2.700 -0.128 5.196  -1.2333
C 2.694 1.244 5.402  -0.7608
C 2.113 2.095 4.466  -0.7923
C 1.527 1.574 3.327  -0.8937
C 0.377 -2.080 1.773  1.4239
C -0.065 -2.530 3.016  -1.0697
C -0.473 -3.847 3.154  -1.3314
C -0.480 -4.691 2.053  -1.0501
C -0.080 -4.220 0.808  -0.8573
C 0.355 -2.914 0.664  -0.9797
H -2.283 -2.546 -2.081  0.3267
H -3.690 -3.441 -3.915  0.4786
H -4.591 -1.912 -5.638  0.4484
H -4.078 0.504 -5.550  0.5000
H -2.669 1.404 -3.746  0.4456
H 0.303 2.222 -0.397  0.4516
H -0.250 4.560 0.018  0.6229
H -2.534 5.401 -0.428  0.4736
H -4.290 3.841 -1.218  0.5386
H -3.741 1.495 -1.653  0.7097
H -3.158 -2.745 0.503  0.5153
H -4.318 -4.455 1.889  0.5371
H -4.524 -4.126 4.329  0.4676
H -3.587 -2.105 5.406  0.5065
H -2.450 -0.386 4.033  0.5274
H -1.659 2.366 2.597  0.4924
H -3.334 4.110 3.192  0.5315
H -5.698 3.818 2.540  0.4698
H -6.416 1.807 1.287  0.5148
H -4.758 0.062 0.697  0.4874
H 2.142 -1.734 3.893  0.6815
H 3.156 -0.786 5.925  0.4930
H 3.147 1.655 6.296  0.4516
H 2.112 3.165 4.631  0.5014
H 1.072 2.223 2.587  0.3997
H -0.100 -1.865 3.868  0.8983
H -0.798 -4.206 4.123  0.5508
H -0.806 -5.719 2.163  0.5080
H -0.094 -4.878 -0.053  0.5922
H 0.659 -2.559 -0.296  0.7697
C 4.121 -2.306 1.972  -0.5648
C 4.890 -1.163 2.096  -0.6496
C 5.051 -0.353 0.987  -1.0745
C 4.402 -0.697 -0.187  1.6058
N 3.500 -1.695 -0.253  -0.1943
C 3.416 -2.509 0.800  -0.7559
C 4.848 -0.252 -1.533  0.6653
C 6.102 0.278 -1.739  -0.5160
C 6.614 0.287 -3.031  -0.6953
C 5.862 -0.268 -4.051  -0.7004
C 4.576 -0.693 -3.772  -0.6610
N 4.052 -0.657 -2.546  -0.1480
H 4.068 -3.037 2.771  0.4924
H 5.410 -0.936 3.019  0.5733
H 5.723 0.495 1.020  0.5416
H 2.794 -3.380 0.685  0.8309
H 6.701 0.625 -0.908  0.3801
H 7.601 0.689 -3.223  0.5128
H 6.249 -0.350 -5.058  0.4916
H 3.943 -1.067 -4.564  0.5305
C 0.621 3.189 -4.021  -1.7242
C 1.522 2.037 -3.622  1.4373
O 1.356 1.639 -2.292  -0.6234
C 3.041 2.436 -3.803  0.6861
F 3.704 2.116 -2.656  -0.1686
F 3.205 3.730 -3.993  -0.2866
F 3.625 1.785 -4.810  -0.2680
C 1.138 0.803 -4.494  0.2840
F 1.412 0.850 -5.766  -0.2565
F 1.803 -0.345 -3.963  -0.2596
F -0.153 0.544 -4.359  -0.0224
H 0.921 4.087 -3.487  0.4640
H -0.402 2.941 -3.746  0.2117
H 0.677 3.378 -5.093  0.4580


Formula: C2H6O3
Source: the Open Molecules 2025 dataset
Level of theory: wB97M-V/def2-TZVPD

Results
SMILES	CC(=O)O.O
Kohn-Sham gap	10.712	eV
energy	-305.52980	hartree
total charge	0
relative energy (zero: lowest compared OMol25 entry of this formula, charge and spin)	59.7	kJ/mol

Last column: Mulliken charge in e.
Geometry (Å):
C -0.108 0.683 1.967  -0.8954
C -0.094 0.187 0.550  0.8063
O -0.988 0.593 -0.195  -0.6810
O 0.825 -0.674 0.177  -0.6126
H 0.922 0.950 2.286  0.2669
H -0.768 1.551 1.906  0.2823
H -0.427 -0.045 2.713  0.2472
H 0.579 -0.976 -0.914  0.4456
O 0.173 -0.690 -2.129  -0.6537
H -0.725 -0.407 -1.885  0.4246
H 0.734 0.055 -2.357  0.3697


Here are the calculated max |F| numbers, same order: 0.1399 0.0312 0.0473 (hartree/bohr).